--- i ---
The following is a DFT calculation (ωB97M-V/def2-TZVPD) of a molecular structure, C4H9N.

Results
Frontier orbital gap   5.3158 eV
E_HOMO   -5.95 eV

```
14
C4H9N | OMol25 | ωB97M-V/def2-TZVPD
N -0.4854 -0.1733 0.3903
C -0.1169 0.1961 -0.9011
C 1.4746 0.4530 -0.8509
C 1.9225 0.0254 0.4787
C 0.6610 -0.5120 1.2211
H -5.2262 -0.7000 0.0918
H -0.6695 1.2209 -1.2471
H -0.4127 -0.5412 -1.6703
H -5.0771 -0.3811 -0.5832
H 1.9456 0.8582 -1.6581
H 1.6093 1.1295 0.2600
H 2.9043 -0.1022 0.9060
H 0.6527 0.1554 2.1105
H 0.8180 -1.6289 1.4523
```

Mulliken atomic charge list, values in e, 8 entries: -0.649, -0.487, -0.310, -0.224, -0.464, 0.017, 0.210, 0.272

---

--- ii ---
The following is a DFT calculation (ωB97M-V/def2-TZVPD) of C4H9N in the gas phase.

Results
Frontier orbital gap   10.2721 eV
SMILES   C[C@H]1C[C@H]1N
E_HOMO   -9.16 eV

```
14
C4H9N | OMol25 | ωB97M-V/def2-TZVPD
C 1.7085 -0.7155 -0.1619
C 0.6973 0.3230 0.4180
C -0.1332 1.3134 -0.4082
C -0.8267 0.2025 0.4164
N -1.4575 -0.8906 -0.2308
H 1.6747 -1.6172 0.4921
H 2.7968 -0.3540 -0.2293
H 1.2804 -0.9016 -1.2330
H 1.1515 0.7234 1.4297
H -0.1924 2.4480 -0.2428
H -0.0519 1.0565 -1.4232
H -1.2516 0.5916 1.3192
H -1.4483 -1.7566 0.3813
H -2.4324 -0.6964 -0.4637
```

Mulliken atomic charge list, values in e, 8 entries: -1.042, 0.121, -0.806, -0.021, -0.592, 0.251, 0.310, 0.241

---

Verdict on stability: i comes out at the bottom.

---

--- i ---
The following is a DFT calculation (ωB97M-V/def2-TZVPD) of C4H9N in the gas phase.

Results
Frontier orbital gap   9.7985 eV
SMILES   C1CCNC1
E_HOMO   -8.64 eV

```
14
C4H9N | OMol25 | ωB97M-V/def2-TZVPD
C -0.0583 -0.6186 0.9989
C -0.4494 0.8660 0.7072
C -0.0225 1.0499 -0.7396
N 0.6863 -0.1213 -1.2410
C 0.4271 -1.2231 -0.2987
H -0.8834 -1.0611 1.5647
H 0.6648 -0.6659 1.8206
H -0.0201 1.5557 1.4194
H -1.4951 0.9850 0.8752
H -0.8434 1.3914 -1.3840
H 0.5571 1.9792 -0.8242
H 0.3581 -0.3627 -2.1608
H 1.3641 -1.7641 -0.1614
H -0.2854 -2.0104 -0.5762
```

Mulliken atomic charge list, values in e, 8 entries: -0.450, -0.500, -0.471, -0.399, -0.532, 0.326, 0.233, 0.296

---

--- ii ---
The following is a DFT calculation (ωB97M-V/def2-TZVPD) of 2 unconnected molecules or ions with the total composition C4H9N.

Results
Frontier orbital gap   9.6968 eV
SMILES   C=CC.C=N
E_HOMO   -8.73 eV

```
14
C4H9N | OMol25 | ωB97M-V/def2-TZVPD
C 0.3340 -1.4142 2.1710
C -0.2957 -0.2325 2.1727
C -1.5366 0.1280 1.4358
H 1.4191 -1.3441 2.1508
H -0.1225 -2.3951 2.1804
H 0.0719 0.6184 2.7477
H -2.3384 0.4067 2.1431
H -1.4220 1.0225 0.8314
H -2.0086 -0.7395 0.9737
C 0.9513 1.0365 -3.1563
N 2.0353 0.3959 -3.1991
H 0.8105 2.0411 -2.7549
H 0.0521 0.7197 -3.7043
H 2.0497 -0.2433 -3.9922
```

Mulliken atomic charge list, values in e, 8 entries: -0.602, -0.061, -0.990, 0.214, 0.277, 0.295, 0.288, 0.271

---

Verdict on stability: ii comes out at the bottom.

---

--- i ---
The following is a DFT calculation (ωB97M-V/def2-TZVPD) of a gas-phase ion, C2H9N2O (charge +1).

Results
Frontier orbital gap   11.7594 eV
Total charge   +1
SMILES   NC[NH2+]CO
E_HOMO   -15.02 eV

```
14
C2H9N2O | OMol25 | ωB97M-V/def2-TZVPD
N 1.1244 -0.1912 -1.5375
C 0.4829 0.8461 -0.7937
N -0.6882 0.2196 -0.0600
C -0.2797 -0.6319 1.1730
O -1.1096 -0.3353 2.2279
H 1.9976 -0.5172 -1.1459
H 1.2953 0.0887 -2.4948
H 0.0438 1.5962 -1.4394
H 1.1137 1.2911 -0.0348
H -1.1785 -0.3697 -0.7272
H -1.3612 0.9061 0.2941
H -0.2745 -1.6696 0.8552
H 0.7177 -0.3039 1.4262
H -1.8835 -0.9290 2.2569
```

Mulliken atomic charge list, values in e, 8 entries: -0.502, -0.499, -0.195, -0.311, -0.495, 0.243, 0.239, 0.420

---

--- ii ---
The following is a DFT calculation (ωB97M-V/def2-TZVPD) of a molecular structure, C2H9N2O.

Results
Frontier orbital gap   10.0378 eV
Total charge   +1
E_HOMO   -13.36 eV

```
14
C2H9N2O | OMol25 | ωB97M-V/def2-TZVPD
C 0.4547 -2.9247 -0.0377
C 0.3579 -1.6391 -0.1344
N 0.3034 -0.3975 -0.1239
N -1.7958 1.2518 -0.3160
O 2.0968 1.3229 0.5965
H -1.3180 2.1382 -0.3975
H 0.7073 -3.4306 -0.9384
H 0.2119 -3.6286 0.6585
H -0.8324 0.4217 -0.1282
H 1.0546 0.3479 -0.0868
H -2.3850 1.2001 -1.1073
H 1.7042 1.9920 1.2342
H -2.4200 1.4517 0.4950
H 3.0286 1.5400 0.5168
```

Mulliken atomic charge list, values in e, 8 entries: -0.896, 0.605, -0.441, -0.687, -0.637, 0.338, 0.244, 0.337

---

--- iii ---
The following is a DFT calculation (ωB97M-V/def2-TZVPD) of 2 unconnected molecules or ions with the total composition C2H9N2O.

Results
Frontier orbital gap   10.7627 eV
Total charge   +1
E_HOMO   -14.93 eV

```
14
C2H9N2O | OMol25 | ωB97M-V/def2-TZVPD
C -0.8047 1.4361 -1.5575
N -0.6439 0.6321 -0.2933
C 0.3137 0.8888 0.5774
N 1.1033 0.0419 1.1845
H -1.0402 0.7750 -2.3836
H 0.1438 1.9195 -1.7718
H -1.5783 2.1596 -1.3183
H -1.4531 0.0528 -0.1444
H 0.5109 1.9311 0.8331
H 0.8259 -0.9467 1.2445
H 1.5868 0.3956 2.0116
H -0.4221 -3.2373 0.5985
H 1.0649 -3.3132 0.3354
O 0.3931 -2.7353 0.6840
```

Mulliken atomic charge list, values in e, 8 entries: -0.803, -0.201, 0.027, -0.209, 0.300, 0.347, 0.330, 0.265

---

Verdict on stability: ii comes out at the bottom.

---

--- i ---
The following is a DFT calculation (ωB97M-V/def2-TZVPD) of a gas-phase ion, C2H9N2O (charge +1).

Results
Frontier orbital gap   11.6369 eV
Total charge   +1
SMILES   NC[NH2+]CO
E_HOMO   -14.92 eV

```
14
C2H9N2O | OMol25 | ωB97M-V/def2-TZVPD
N -1.0878 1.1468 0.6040
C 0.2274 1.2622 0.2100
N 0.8268 -0.0123 -0.4790
C 0.2015 -1.3085 -0.0141
O -0.6858 -1.6313 -1.0391
H -1.7472 1.6524 0.0336
H -1.3314 1.1622 1.5787
H 0.5890 1.9951 -0.5259
H 0.8823 1.4927 1.0580
H 0.6971 -0.0123 -1.4912
H 1.8208 -0.1216 -0.2927
H -0.1952 -1.1856 0.9944
H 1.0060 -2.0478 0.0925
H -1.2035 -2.3920 -0.7293
```

Mulliken atomic charge list, values in e, 8 entries: -0.402, -0.563, -0.214, -0.302, -0.504, 0.228, 0.241, 0.422

---

--- ii ---
The following is a DFT calculation (ωB97M-V/def2-TZVPD) of a gas-phase ion, C2H9N2O (charge +1).

Results
Frontier orbital gap   10.3304 eV
Total charge   +1
SMILES   [NH3+]CNCO
E_HOMO   -14.02 eV

```
14
C2H9N2O | OMol25 | ωB97M-V/def2-TZVPD
N 0.5665 0.9592 1.6439
C 0.7182 0.8250 0.1252
N 0.2359 -0.4834 -0.1892
C -0.5311 -1.0529 -1.2804
O -1.8654 -0.6653 -1.0479
H 0.0163 1.6872 2.1061
H 1.4251 0.8192 2.1792
H 0.0646 0.0761 1.8335
H 1.7375 1.1256 -0.1076
H 0.0109 1.5316 -0.3105
H 0.5933 -1.2069 0.4035
H -0.1198 -0.7095 -2.2324
H -0.4703 -2.1421 -1.2543
H -2.3818 -0.7638 -1.8689
```

Mulliken atomic charge list, values in e, 8 entries: -0.368, -0.314, -0.327, -0.425, -0.518, 0.347, 0.349, 0.369

---

Verdict on stability: ii comes out at the bottom.

---

--- i ---
The following is a DFT calculation (ωB97M-V/def2-TZVPD) of 3 unconnected molecules or ions with the total composition C4H8N2O2.

Results
Frontier orbital gap (alpha / beta)   7.6011 / 6.9654 eV
E_HOMO (alpha / beta)   -7.73 / -7.23 eV

```
16
C4H8N2O2 | OMol25 | ωB97M-V/def2-TZVPD
C 0.4561 -1.2451 1.2348
N 0.1881 0.1248 0.8039
C -0.8589 0.7798 0.6171
C 0.1300 0.1592 -1.3002
N 0.9033 1.1683 -1.7639
C -0.5231 -0.8048 -1.9168
O -0.5107 0.5312 2.8135
O -1.6297 1.6273 0.3796
H -0.2575 1.4458 3.0060
H 1.6773 1.4622 -1.1854
H 0.4576 1.8581 -2.3541
H 0.7512 -1.8360 0.3673
H -0.4206 -1.6786 1.7102
H 1.2505 -1.1821 1.9708
H -1.2339 -1.4366 -1.4007
H -0.3796 -0.9733 -2.9822
```

Mulliken atomic charge list, values in e, 8 entries: -0.755, -0.128, 0.712, 0.337, -0.452, -0.712, -0.855, -0.403

---

--- ii ---
The following is a DFT calculation (ωB97M-V/def2-TZVPD) of C4H8N2O2 in the gas phase.

Results
Frontier orbital gap   4.9665 eV
E_HOMO   -8.94 eV

```
16
C4H8N2O2 | OMol25 | ωB97M-V/def2-TZVPD
C 0.0750 0.2406 -1.4814
C -1.0838 0.8521 -0.8407
C -1.9591 0.0332 -0.0725
O -2.7020 0.4406 0.8659
N 1.1320 -0.4756 -0.6798
C 1.5939 -0.0928 0.6943
N 0.3456 -0.2241 1.7618
O 2.7031 -0.6360 0.9888
H -0.4012 -0.6104 -1.9932
H 0.4667 -1.0690 2.4140
H -1.2798 1.8875 -0.3794
H 0.5062 0.9805 -2.1782
H -1.9195 -1.1358 -0.3860
H 1.5865 -1.3542 -1.0420
H 1.5143 1.0199 0.6391
H -0.5779 0.1435 1.6894
```

Mulliken atomic charge list, values in e, 8 entries: -0.580, 0.033, -0.070, -0.501, -0.066, 0.017, -0.419, -0.579

---

--- iii ---
The following is a DFT calculation (ωB97M-V/def2-TZVPD) of C4H8N2O2 in the gas phase.

Results
Frontier orbital gap   9.9711 eV
SMILES   NCC(=O)NCC=O
E_HOMO   -9.36 eV

```
16
C4H8N2O2 | OMol25 | ωB97M-V/def2-TZVPD
N -0.2170 2.1488 1.5646
C 0.1251 1.0014 0.7602
C -1.0382 0.5126 -0.0935
O -2.0211 1.2048 -0.2751
N -0.9375 -0.6879 -0.7492
C 0.1140 -1.6761 -0.5138
C 1.4478 -1.2003 -1.0670
O 2.4044 -0.9431 -0.3878
H -0.5869 1.8991 2.4661
H -0.8171 2.7300 1.0292
H 0.6405 0.2241 1.3058
H 0.8291 1.3198 -0.0143
H -1.6243 -0.9543 -1.4293
H -0.0861 -2.6398 -0.9864
H 0.2494 -1.8555 0.5570
H 1.5179 -1.0836 -2.1665
```

Mulliken atomic charge list, values in e, 8 entries: -0.549, -0.710, 0.599, -0.642, -0.146, -0.673, 0.065, -0.437

---

--- iv ---
The following is a DFT calculation (ωB97M-V/def2-TZVPD) of a molecular structure, C4H8N2O2.

Results
Frontier orbital gap   9.7155 eV
E_HOMO   -8.95 eV

```
16
C4H8N2O2 | OMol25 | ωB97M-V/def2-TZVPD
C 0.6586 -1.0074 1.8790
C -0.3501 -0.2943 2.2440
C -0.2378 1.4250 0.6812
C -0.1172 0.2931 -2.6444
H 1.8500 -0.5397 1.3063
H 0.5907 -2.0704 2.4756
H -1.4258 -1.1101 2.6849
H -0.6136 2.4643 0.6521
H 0.9352 1.1599 0.2330
H -0.6627 -1.0557 -0.9453
H -0.5947 1.3049 -2.8865
H 1.4460 -1.6495 -2.7077
N -0.3200 -0.0807 -1.2167
N 0.8081 -0.6344 -3.1246
O -0.8073 0.9160 1.7589
O -1.1595 0.8792 -0.3899
```

Mulliken atomic charge list, values in e, 8 entries: -0.429, 0.009, -0.137, 0.128, 0.156, 0.231, 0.207, 0.269

---

Verdict on stability: iv comes out at the bottom.

---

--- i ---
The following is a DFT calculation (ωB97M-V/def2-TZVPD) of C4H8N2O2 in the gas phase.

Results
Frontier orbital gap   10.4811 eV
SMILES   NC(=O)CCNC=O
E_HOMO   -9.94 eV

```
16
C4H8N2O2 | OMol25 | ωB97M-V/def2-TZVPD
N 0.4392 2.0694 -0.8241
C -0.6202 1.1721 -1.0305
O -1.7176 1.6665 -1.3986
C -0.4357 -0.3820 -1.2219
C 0.4144 -0.9663 -0.1297
N -0.2790 -0.7734 1.1389
C 0.2598 -0.9544 2.3687
O 1.4018 -1.0788 2.6573
H 0.3429 3.0223 -1.2379
H 1.4472 1.6295 -0.8619
H -0.0229 -0.5932 -2.2462
H -1.4417 -0.8279 -1.1422
H 1.3390 -0.3533 -0.0879
H 0.6110 -2.0507 -0.2110
H -1.2514 -0.8543 1.0902
H -0.4869 -0.7253 3.1368
```

Mulliken atomic charge list, values in e, 8 entries: -0.451, 0.464, -0.613, -0.441, -0.463, -0.081, -0.050, -0.508

---

--- ii ---
The following is a DFT calculation (ωB97M-V/def2-TZVPD) of a molecular structure, C4H8N2O2.

Results
Frontier orbital gap (alpha / beta)   7.4035 / 8.5504 eV
E_HOMO (alpha / beta)   -7.77 / -8.89 eV

```
16
C4H8N2O2 | OMol25 | ωB97M-V/def2-TZVPD
C 0.6800 0.1340 -0.3200
C -0.0705 -2.1242 1.0588
N -0.7048 0.2882 -0.2727
C -0.0302 -1.5214 -0.3139
C 0.2673 2.6585 -1.0872
O -1.0289 0.6833 1.0454
N 1.3764 2.2347 -0.7800
O -0.1281 -2.0791 -1.3594
H -1.9909 0.5944 1.0686
H 1.2863 0.2717 0.5642
H 1.1270 0.0937 -1.2985
H -0.8702 -2.8657 1.0883
H 0.8789 -2.6400 1.2191
H -0.2122 -1.3808 1.8373
H -0.6361 1.9577 -1.0708
H 0.0561 3.6949 -1.3792
```

Mulliken atomic charge list, values in e, 8 entries: -0.826, -1.047, -0.346, 0.863, -0.183, -0.383, -0.464, -0.510

---

--- iii ---
The following is a DFT calculation (ωB97M-V/def2-TZVPD) of 2 unconnected molecules or ions with the total composition C4H8N2O2.

Results
Frontier orbital gap   9.4646 eV
SMILES   Cn1[nH]ccc1=O.O
E_HOMO   -8.81 eV

```
16
C4H8N2O2 | OMol25 | ωB97M-V/def2-TZVPD
C -1.2286 0.3357 -1.0790
N -0.1113 0.4349 -0.1237
N 0.3882 1.7105 0.0608
C 1.2609 1.6339 1.1369
C 1.3510 0.3868 1.6141
C 0.4224 -0.3845 0.8798
O 0.1803 -1.5543 1.0662
H -1.9765 1.0287 -0.7217
H -0.8606 0.4305 -2.0526
H -1.4517 -0.7031 -1.1605
H -0.3985 2.3438 0.2560
H 1.9148 2.5284 1.3194
H 1.7902 0.0814 2.5785
O -0.7487 -2.8532 -1.4239
H -0.7303 -2.5192 -0.5628
H 0.1985 -2.9005 -1.7875
```

Mulliken atomic charge list, values in e, 8 entries: -0.812, 0.325, -0.501, -0.237, -0.675, 0.655, -0.704, 0.309

---

--- iv ---
The following is a DFT calculation (ωB97M-V/def2-TZVPD) of C4H8N2O2 in the gas phase.

Results
Frontier orbital gap   10.6163 eV
SMILES   NC(=O)C1(N)COC1
E_HOMO   -9.83 eV

```
16
C4H8N2O2 | OMol25 | ωB97M-V/def2-TZVPD
N -0.6942 -1.7678 -0.0509
C -1.1086 -0.5475 -0.0342
O -2.2477 -0.2328 0.0349
C -0.0466 0.5589 0.0637
N -0.8056 1.9019 0.1566
C 1.0190 0.5156 -1.0129
O 1.5333 -0.7178 -0.1312
C 1.0269 -0.0415 1.0858
H -1.5366 -2.3468 -0.5615
H 0.3881 -1.9329 -0.2305
H -1.5830 1.4747 0.9351
H -1.4922 1.8202 -0.8413
H 0.8657 0.1042 -1.9536
H 1.7810 1.4010 -0.8808
H 2.0024 0.6138 1.5689
H 0.8983 -0.8033 1.8517
```

Mulliken atomic charge list, values in e, 8 entries: -0.448, 0.244, -0.654, 0.686, -0.804, -0.404, -0.519, -0.576

---

Verdict on stability: ii comes out at the bottom.